(1)
80
Properties=species:S:1:pos:R:3 method="wB97M-V/def2-TZVPD" de_lowest_kj_mol=63.9 orbital_gap_ev=5.415 e_tot_ev=-71754.0686 total_charge=+2
In -0.8093 -1.7102 1.1000
O 1.0438 2.2533 1.7508
C 0.5902 1.0949 2.1683
O 1.2054 0.0583 2.2480
C -0.8333 1.1384 2.6530
C -1.4416 2.2941 3.1154
C -2.6936 2.1844 3.6916
C -3.2732 0.9280 3.8230
C -2.5983 -0.1764 3.3334
N -1.4107 -0.0581 2.7270
C -3.0492 -1.6117 3.5221
O -4.2436 -1.8553 4.0214
O -2.3082 -2.5224 3.2508
H 1.9755 2.1739 1.4581
H -0.9327 3.2448 3.0393
H -3.2060 3.0612 4.0658
H -4.2291 0.8407 4.3240
H -4.7551 -1.0643 4.2320
N 0.3612 -2.7088 3.0392
N 1.7160 -2.9951 2.9242
C 2.3724 -2.8474 1.7521
N 3.6882 -3.0391 1.7912
S 1.6115 -2.4693 0.2997
H 0.2039 -2.0089 3.7564
H -0.1755 -3.5402 3.2662
H 2.2426 -3.1365 3.7726
H 4.1861 -3.2512 2.6413
H 4.2150 -2.9657 0.9365
C -5.0540 -1.8148 -2.4340
N -4.4553 -1.2832 -1.2095
C -4.6500 0.1361 -0.9212
C -3.4975 -1.9277 -0.5359
N -2.9520 -1.4720 0.5624
N -3.1431 -3.1644 -1.0463
C -2.1393 -4.0140 -0.6462
N -2.1017 -5.1723 -1.3293
N -1.2932 -3.7159 0.2909
H -5.9525 -1.2484 -2.6514
H -5.3742 -2.8496 -2.3049
H -4.3732 -1.7271 -3.2850
H -5.2589 0.5724 -1.7050
H -3.6877 0.6521 -0.9157
H -5.1691 0.2820 0.0294
H -3.3058 -0.5478 0.7689
H -3.5600 -3.3899 -1.9319
H -2.7664 -5.4017 -2.0472
H -1.3952 -5.8575 -1.1281
H -0.6088 -4.4457 0.4417
C 4.2071 5.5655 -1.5082
C 4.0456 4.2512 -0.7930
C 4.8662 3.9463 0.2871
C 4.7207 2.7532 0.9751
C 3.7731 1.8340 0.5535
C 2.9397 2.1227 -0.5316
N 1.9704 1.1564 -0.8918
C 1.7911 0.5843 -2.1313
C 2.7966 0.6950 -3.1023
C 2.6451 0.1341 -4.3517
C 1.4805 -0.5517 -4.6909
C 0.4851 -0.6699 -3.7475
C 0.6132 -0.1319 -2.4582
C -0.5406 -0.3498 -1.5393
O -1.6290 -0.7145 -1.9724
O -0.3427 -0.1205 -0.2415
C 3.0444 3.3517 -1.1947
C 2.0744 3.7561 -2.2731
H 5.0780 6.1048 -1.1419
H 3.3298 6.2008 -1.3655
H 4.3210 5.4182 -2.5837
H 5.6266 4.6551 0.5918
H 5.3640 2.5289 1.8166
H 3.7092 0.8551 1.0113
H 1.3769 0.7795 -0.1726
H 3.7085 1.2202 -2.8465
H 3.4450 0.2284 -5.0762
H 1.3584 -0.9751 -5.6784
H -0.4420 -1.1733 -3.9859
H 2.5527 3.8006 -3.2551
H 1.6820 4.7526 -2.0647
H 1.2346 3.0700 -2.3427

(2)
72
Properties=species:S:1:pos:R:3 method="wB97M-V/def2-TZVPD" de_lowest_kj_mol=0.0 orbital_gap_ev=8.875 e_tot_ev=-46255.0942 smiles="COCCN(C(=O)Cn1nnc2ccccc21)[C@H](C(=O)NC1CCCCC1)c1ccc(OC)cc1OC" total_charge=0
C 4.6123 -0.2769 -0.2723
O 3.3200 0.1533 -0.6149
C 2.5357 -0.8799 -1.1782
C 1.1150 -0.3648 -1.4273
N 0.4767 0.0849 -0.2077
C 0.5965 1.3189 0.3022
O 0.1927 1.6197 1.4183
C 1.2019 2.4020 -0.5980
N 0.2795 2.7389 -1.6416
N 0.4645 2.3731 -2.9156
N -0.5109 2.7434 -3.6380
C -1.4186 3.3875 -2.8523
C -2.6466 3.9865 -3.1363
C -3.3228 4.5544 -2.0835
C -2.8144 4.5369 -0.7743
C -1.6058 3.9554 -0.4681
C -0.9126 3.3835 -1.5287
C -0.2186 -0.9156 0.6185
C 0.8274 -1.5435 1.5615
O 1.4330 -2.5768 1.3430
N 1.0313 -0.7804 2.6448
C 2.0993 -1.0184 3.5937
C 3.1429 0.0967 3.5001
C 4.2711 -0.1454 4.4975
C 3.7173 -0.2325 5.9166
C 2.6715 -1.3393 6.0131
C 1.5422 -1.0993 5.0153
C -1.0435 -1.8410 -0.2387
C -0.8256 -3.1995 -0.3583
C -1.6344 -4.0005 -1.1502
C -2.6861 -3.4297 -1.8506
O -3.5480 -4.1018 -2.6619
C -3.3763 -5.4899 -2.8170
C -2.9195 -2.0567 -1.7472
C -2.1163 -1.2636 -0.9493
O -2.2835 0.0796 -0.7912
C -3.3753 0.6997 -1.4270
H 5.1689 -0.6024 -1.1595
H 5.1169 0.5750 0.1798
H 4.5751 -1.1078 0.4423
H 2.9691 -1.2039 -2.1364
H 2.5119 -1.7426 -0.5002
H 1.1346 0.4369 -2.1668
H 0.5238 -1.1889 -1.8323
H 2.1421 2.0690 -1.0373
H 1.3755 3.2818 0.0292
H -3.0337 3.9969 -4.1420
H -4.2765 5.0300 -2.2585
H -3.3953 4.9949 0.0124
H -1.2187 3.9258 0.5379
H -0.9181 -0.3357 1.2357
H 0.5893 0.1323 2.6787
H 2.5515 -1.9776 3.3194
H 3.5352 0.1449 2.4828
H 2.6580 1.0521 3.7162
H 5.0027 0.6624 4.4310
H 4.7797 -1.0797 4.2492
H 4.5285 -0.4256 6.6213
H 3.2601 0.7224 6.1857
H 2.2657 -1.3816 7.0257
H 3.1421 -2.3017 5.8003
H 0.8084 -1.9052 5.0741
H 1.0349 -0.1610 5.2519
H -0.0057 -3.6474 0.1781
H -1.4275 -5.0563 -1.2074
H -4.1653 -5.8103 -3.4955
H -3.4828 -6.0167 -1.8634
H -2.4024 -5.7273 -3.2566
H -3.7429 -1.6525 -2.3114
H -3.2749 0.6662 -2.5163
H -4.3237 0.2410 -1.1321
H -3.3591 1.7373 -1.0973

(3)
81
Properties=species:S:1:pos:R:3 method="wB97M-V/def2-TZVPD" de_lowest_kj_mol=45.0 orbital_gap_ev=7.171 e_tot_ev=-185545.5737 total_charge=-1
Cd -0.4818 2.3405 -0.9860
C 2.9507 1.0531 3.1831
N 1.5146 0.9961 3.3249
C 0.5539 1.6989 2.7050
N -0.6237 1.4099 3.2270
C -0.3101 0.5126 4.1944
N 0.9706 0.2384 4.3062
C 3.6316 -0.1786 2.6238
C 4.9969 -0.2832 2.8721
C 5.7090 -1.4051 2.4901
C 5.0599 -2.4444 1.8479
C 3.7027 -2.3380 1.5632
C 2.9824 -1.2028 1.9454
C 3.0958 -3.4663 0.8454
N 3.4270 -4.7088 0.9211
N 2.6629 -5.3775 -0.0300
C 1.9401 -4.4849 -0.6108
O 2.1470 -3.2443 -0.0923
C 1.0445 -4.6149 -1.7612
C 0.6931 -5.8601 -2.2770
C -0.1072 -5.9080 -3.4051
C -0.5471 -4.7360 -4.0181
C -0.1972 -3.4937 -3.5084
C -0.6854 -2.1817 -4.1119
N -0.4087 -1.0839 -3.2157
C -1.2376 0.1308 -3.2155
N -0.2896 1.1063 -2.6921
C 0.9273 0.5696 -2.9554
N 0.9622 -0.6533 -3.3612
C 0.6027 -3.4529 -2.3714
H 3.3386 1.2017 4.1915
H 3.1960 1.9417 2.5992
H 0.7607 2.3945 1.9017
H -1.0441 0.0555 4.8387
H 5.5019 0.5223 3.3941
H 6.7694 -1.4730 2.6964
H 5.5909 -3.3366 1.5463
H 1.9241 -1.1303 1.7237
H 1.0473 -6.7620 -1.7959
H -0.4019 -6.8682 -3.8096
H -1.1841 -4.7952 -4.8946
H -1.7660 -2.2421 -4.2807
H -0.2130 -2.0160 -5.0891
H -1.5434 0.4013 -4.2496
H 1.8379 1.1336 -2.7909
H 0.8886 -2.4993 -1.9673
O 0.4685 4.5817 -1.1167
S 1.1355 4.1704 0.1534
O 2.2094 5.0357 0.5718
O 1.5814 2.7372 -0.0626
O 0.0498 4.0696 1.1911
C -4.1639 5.0679 0.5667
As -2.2874 4.5884 0.7797
C -1.5294 6.3049 0.3524
C -2.2815 4.1613 2.6517
O -2.2824 3.2485 -0.2548
H -4.4447 5.8771 1.2426
H -4.7748 4.1901 0.7699
H -4.3323 5.3821 -0.4628
H -2.0999 7.0197 0.9487
H -1.7030 6.4891 -0.7058
H -0.4720 6.3560 0.5719
H -2.6140 5.0409 3.2046
H -1.2927 3.8537 2.9692
H -3.0011 3.3553 2.7884
C -2.6627 -2.8896 -0.9479
Ge -2.2177 -1.0041 -0.6566
C -0.4506 -0.8270 0.1572
C -3.5535 -0.2828 0.5997
C -2.4757 0.0161 -2.3300
H -2.3294 -3.4985 -0.1053
H -2.2033 -3.2883 -1.8487
H -3.7475 -2.9900 -1.0328
H -0.2826 -1.6491 0.8578
H -0.3887 0.1042 0.7236
H 0.3340 -0.8373 -0.5966
H -3.9427 -1.0691 1.2500
H -4.3925 0.1536 0.0548
H -3.1135 0.4969 1.2243
H -3.3033 -0.4560 -2.8728
H -2.8249 1.0255 -2.0877

(4)
71
Properties=species:S:1:pos:R:3 method="wB97M-V/def2-TZVPD" de_lowest_kj_mol=0.0 orbital_gap_ev="8.040 / 8.082" s_squared=6.032 multiplicity=5 e_tot_ev=-78135.6399 total_charge=0
Cr 0.1150 -0.3520 0.1927
C 2.0676 -0.5818 3.5742
C 2.0609 0.6952 2.7324
C 0.9882 1.6754 3.1377
C 1.3280 2.8196 3.8461
C 0.3587 3.7353 4.2320
C -0.9615 3.5164 3.8830
C -1.3418 2.3879 3.1599
C -2.7829 2.2439 2.7317
C -3.7337 1.7628 3.8285
C -0.3581 1.4543 2.8176
N -0.6843 0.2927 2.0678
C -1.4342 -0.6280 2.6038
C -1.6968 -1.8179 1.8901
C -2.5725 -2.8841 2.1270
C -2.4393 -3.7378 1.0352
C -1.4883 -3.1541 0.1857
N -1.0334 -2.0015 0.6914
H 2.8848 -1.2374 3.2730
H 1.1359 -1.1361 3.4615
H 2.1925 -0.3393 4.6305
H 1.9638 0.4279 1.6701
H 3.0307 1.1896 2.8137
H 2.3680 2.9945 4.0958
H 0.6361 4.6215 4.7880
H -1.7199 4.2421 4.1562
H -2.8331 1.5814 1.8684
H -3.1252 3.2242 2.3899
H -3.5281 0.7360 4.1315
H -4.7669 1.8039 3.4802
H -3.6518 2.3941 4.7147
H -1.8427 -0.4892 3.6038
H -3.2174 -3.0049 2.9836
H -2.9575 -4.6677 0.8666
H -1.1166 -3.5302 -0.7557
C 0.6970 4.7832 -0.4707
C 0.0469 3.7187 0.3874
O -0.9973 3.0243 -0.3237
P -0.6259 1.6565 -1.1026
O -2.0650 1.3337 -1.7314
C -3.0748 0.6558 -0.9568
C -4.2316 1.5916 -0.6953
O 0.1767 2.1136 -2.3991
C -0.3815 3.0106 -3.3846
C 0.7243 3.3893 -4.3392
H 1.4275 5.3324 0.1249
H -0.0482 5.4903 -0.8367
H 1.2136 4.3415 -1.3228
H -0.4320 4.1564 1.2603
H 0.7896 2.9973 0.7461
H -2.6432 0.2798 -0.0239
H -3.3854 -0.2097 -1.5412
H -3.9037 2.4622 -0.1272
H -5.0074 1.0726 -0.1304
H -4.6590 1.9350 -1.6373
H -0.7925 3.8841 -2.8752
H -1.1926 2.4936 -3.8962
H 1.5287 3.9074 -3.8166
H 0.3332 4.0502 -5.1133
H 1.1364 2.5001 -4.8150
F 4.4068 -2.8248 -3.5964
C 3.4428 -2.2786 -2.8151
C 2.7069 -3.0992 -1.9876
C 1.7217 -2.5206 -1.1950
C 1.4394 -1.1452 -1.2046
C 2.2346 -0.3722 -2.0650
C 3.2306 -0.9175 -2.8682
H 2.9107 -4.1622 -1.9667
H 1.1647 -3.1769 -0.5350
H 2.0790 0.6992 -2.1303
H 3.8345 -0.3067 -3.5274

(5)
90
Properties=species:S:1:pos:R:3 method="wB97M-V/def2-TZVPD" de_lowest_kj_mol=136.2 orbital_gap_ev=11.080 e_tot_ev=-83864.9726 smiles="O=C1OCCO1.O=C1OCCO1.O=C1OCCO1.O=C1OCCO1.O=C1OCCO1.O=C1OCCO1.O=C1OCCO1.O=C1OCCO1.O=C1OCCO1" total_charge=0
O -3.6127 0.1908 -1.9312
C -4.0130 -0.5875 -2.7313
O -4.4935 -1.7944 -2.3516
C -4.5930 -2.6560 -3.5339
C -4.4500 -1.7009 -4.7769
O -4.0439 -0.4874 -4.0579
H -3.7168 -3.2513 -3.5345
H -5.5489 -3.1501 -3.4869
H -5.3604 -1.4857 -5.3051
H -3.5509 -1.8665 -5.3940
O 4.7558 -2.7264 1.8521
C 3.9012 -2.5272 2.6468
O 2.8178 -1.8089 2.3289
C 1.8373 -1.7006 3.4505
C 2.5737 -2.6761 4.5080
O 3.9098 -2.9506 3.9495
H 1.7865 -0.6972 3.8148
H 0.8400 -2.0816 3.1024
H 2.1145 -3.6341 4.6756
H 2.7876 -2.2677 5.4847
O 4.0441 3.5021 -1.0515
C 4.1627 2.3960 -0.6513
O 3.9066 2.0869 0.6497
C 4.2165 0.7384 0.8526
C 5.1479 0.4032 -0.3218
O 4.7240 1.3960 -1.3099
H 4.6771 0.5809 1.8807
H 3.3328 0.0859 0.6947
H 5.0500 -0.5958 -0.7742
H 6.1562 0.6208 -0.1516
O 0.5523 -4.6541 -0.1101
C 0.2331 -3.4865 -0.1290
O -0.5733 -2.9452 0.8138
C -0.9686 -1.5905 0.2802
C 0.1173 -1.3316 -0.8622
O 0.5649 -2.6903 -1.1400
H -1.9832 -1.6885 -0.0980
H -0.8619 -0.8217 1.0809
H 0.9896 -0.7596 -0.5650
H -0.2942 -0.8930 -1.7294
O -0.6903 -3.2254 6.0556
C -0.9701 -2.1742 5.5451
O -2.1651 -1.8788 5.0153
C -2.1710 -0.5410 4.5604
C -0.7214 -0.1169 4.6767
O -0.1541 -1.1358 5.5211
H -2.5374 -0.6025 3.5453
H -2.8459 0.0559 5.1927
H -0.6544 0.8530 5.1368
H -0.2113 -0.1114 3.6648
O -2.0151 2.2126 2.4375
C -2.5827 2.9529 1.6306
O -2.5451 4.3370 1.7043
C -3.5535 4.8338 0.6499
C -4.0972 3.5662 0.0068
O -3.4114 2.5156 0.7094
H -4.2716 5.3773 1.2311
H -3.1079 5.4703 -0.1393
H -3.7901 3.5375 -1.0841
H -5.1464 3.4127 0.1773
O -1.7043 4.6812 -2.2458
C -0.6702 4.2318 -2.6084
O 0.0130 4.7684 -3.6017
C 0.9364 3.7145 -3.9857
C 1.0727 2.9038 -2.6951
O -0.1804 3.1461 -2.1216
H 0.3970 3.1649 -4.7311
H 1.8749 4.1732 -4.3071
H 1.8987 3.3059 -2.0792
H 1.1121 1.8630 -2.9208
O 0.9189 0.3576 1.7315
C 0.9795 1.5405 1.6732
O 1.0394 2.2599 0.5788
C 0.8742 3.6326 0.8567
C 1.0172 3.6506 2.4452
O 1.0181 2.2838 2.7786
H 1.6551 4.2206 0.3710
H -0.1308 4.0703 0.6952
H 0.2621 4.1695 2.9549
H 1.9783 4.0640 2.7329
O -1.0203 -2.7014 -4.6158
C -0.2834 -3.5329 -4.1789
O 1.0057 -3.5040 -4.3450
C 1.5882 -4.5646 -3.6141
C 0.4040 -5.5761 -3.5717
O -0.7257 -4.6800 -3.5694
H 2.4829 -4.9469 -4.1809
H 1.8436 -4.1109 -2.6710
H 0.4258 -6.1487 -2.6124
H 0.4241 -6.2690 -4.4680

(6)
81
Properties=species:S:1:pos:R:3 method="wB97M-V/def2-TZVPD" de_lowest_kj_mol=14.6 orbital_gap_ev=4.333 e_tot_ev=-117463.3166 total_charge=-1
O 0.2919 -0.9087 -2.7643
C -0.6918 -0.3473 -3.4421
C -0.3661 1.0923 -3.8571
C -0.2625 2.0747 -2.8831
H -0.4480 1.8092 -1.8402
C 0.0555 3.3839 -3.2472
H 0.1672 4.1172 -2.4513
C 0.2717 3.7168 -4.5852
H 0.5248 4.7467 -4.8613
C 0.1097 2.7221 -5.5635
H 0.2191 2.9799 -6.6159
C -0.1722 1.4090 -5.1979
H -0.2533 0.6221 -5.9487
H -0.7805 -0.8945 -4.4105
C -2.6572 -1.8886 -2.6259
C -2.1735 -0.4845 -2.8404
H -3.4844 -2.1280 -3.3250
H -3.0452 -2.0151 -1.5924
H -1.8554 -2.6224 -2.7984
C -2.9940 0.5714 -2.7513
C -4.4754 0.5090 -2.6443
H -2.5893 1.5774 -2.8150
H -4.8742 0.6619 -3.6538
H -4.8392 1.3028 -1.9873
H -4.8387 -0.4584 -2.2828
Zn -1.5354 -0.5517 0.2110
Cl -3.1512 0.9156 0.1253
C -1.9381 -0.2330 2.9581
O -1.5096 -1.0493 2.0992
N -1.5034 -0.3438 4.2109
C -0.7916 -1.5672 4.5693
C -2.0395 0.5154 5.2498
H -2.6545 0.5714 2.7129
H -0.1690 -1.8985 3.7278
H -1.4942 -2.3750 4.8271
H -0.1651 -1.3460 5.4370
H -2.1934 1.5160 4.8209
H -1.3092 0.5705 6.0641
H -3.0004 0.1351 5.6284
H 4.0848 2.0722 -2.7018
H 4.9634 1.3013 -0.4069
C 3.0819 1.7644 -2.3678
C 3.9228 1.0780 -0.1450
N 3.1684 0.7489 -1.3344
H 2.5364 1.3849 -3.2379
C 2.7111 -0.5049 -1.5112
O 2.8077 -1.4209 -0.6851
H 3.8826 0.2254 0.5323
H 2.1764 -0.6367 -2.4688
H 2.5663 2.6578 -1.9875
H 3.4787 1.9598 0.3295
H -0.5252 -5.8624 0.1776
H 1.8754 -5.3990 -0.8421
C -0.9301 -5.1546 -0.5651
C 1.3218 -4.8246 -1.5956
N 0.1174 -4.2387 -1.0141
H -1.7446 -4.5655 -0.1263
C 0.0352 -2.9360 -0.7267
O -1.0083 -2.4280 -0.2267
H 1.9441 -4.0136 -1.9681
H 0.9378 -2.3707 -0.9706
H -1.3053 -5.7426 -1.4166
H 1.0496 -5.5109 -2.4074
O 0.6134 2.6034 0.0177
C 0.5856 1.5063 0.5942
O 0.2871 0.3493 0.0990
C 0.9827 1.5002 2.0639
C 1.6775 0.4260 2.6368
C 2.0192 0.4593 4.0037
C 1.6544 1.5377 4.8190
C 0.8946 2.5625 4.2407
C 0.5834 2.5801 2.8611
N 0.2304 3.4969 5.1205
O 0.4325 3.4012 6.3525
O -0.5531 4.3284 4.6142
N 2.5886 -0.7419 4.5876
O 2.7524 -1.7458 3.8581
O 2.8612 -0.7408 5.8083
H 1.9450 -0.4451 2.0397
H 1.8769 1.5271 5.8847
H 0.0349 3.4039 2.4078